{"formula": "C13H17BCeF4N2", "method": "ωB97M-V/def2-TZVPD", "elements": ["C", "C", "H", "H", "H", "H", "H", "H", "C", "C", "C", "C", "H", "H", "H", "H", "N", "C", "C", "N", "C", "C", "C", "H", "H", "C", "H", "H", "Ce", "C", "H", "H", "H", "F", "B", "F", "F", "F"], "positions_angstrom": [[-4.764884, 0.140939, 0.649136], [-4.796910, 1.441912, -0.154889], [-5.033075, -0.716558, 0.027254], [-5.602724, 0.242247, 1.345034], [-3.883954, -0.106909, 1.250302], [-4.000356, 1.662689, -0.890882], [-5.745557, 1.429014, -0.721240], [-4.903204, 2.333553, 0.489987], [0.906416, -3.009575, 0.329500], [1.917028, -3.984167, 0.153077], [3.010893, -3.709665, -0.666718], [3.082888, -2.438092, -1.194318], [0.145063, -3.176980, 1.075315], [1.837345, -4.923568, 0.649292], [3.793604, -4.446382, -0.857154], [3.949343, -2.116543, -1.726845], [0.862343, -1.874528, -0.384899], [2.007317, -1.533701, -1.028410], [2.130865, -0.132825, -1.436600], [1.069784, 0.691174, -1.099638], [1.289203, 1.995678, -1.396068], [3.411091, 1.635323, -2.524429], [2.395244, 2.510746, -2.119885], [0.517670, 2.689294, -1.061138], [2.412622, 3.557642, -2.384884], [3.288655, 0.329630, -2.115368], [4.078506, -0.398441, -2.365279], [4.255636, 1.981134, -3.130385], [-1.244594, -0.017053, 0.136786], [-1.444210, 2.263924, 0.569983], [-1.756442, 2.812975, -0.364789], [-0.553001, 2.767757, 1.015110], [-2.298019, 2.338695, 1.300778], [-0.047494, -0.194128, 1.819658], [-0.058509, -0.020128, 4.135552], [0.220444, 1.294570, 4.098294], [-1.348538, -0.413498, 4.120086], [0.899523, -0.906156, 4.458682]], "forces_ev_per_a": [[-0.82, 0.19, -0.58], [-0.51, 0.71, -0.14], [0.27, -0.05, -0.02], [0.37, -0.32, 0.30], [0.37, 0.14, 0.30], [-0.11, -0.35, 0.21], [0.53, -0.01, 0.02], [0.34, -0.44, -0.15], [0.84, -1.00, -0.79], [-0.39, 1.07, -0.17], [-0.58, -0.14, 0.27], [-1.17, 0.79, 0.18], [-0.39, -0.14, -0.15], [-0.09, -0.42, 0.42], [-0.26, 0.24, 0.16], [0.34, -0.04, -0.18], [0.20, 0.46, 0.99], [0.32, -0.92, -0.04], [-0.34, 0.83, -0.51], [1.31, 0.34, -0.43], [0.28, 0.50, -0.62], [-0.63, 0.88, 0.22], [-0.74, -0.92, 0.44], [0.24, -0.11, -0.25], [-0.01, 0.04, 0.15], [-0.51, -1.38, 0.30], [-0.60, 0.64, 0.16], [-0.33, -0.17, 0.35], [3.75, 0.47, 1.22], [-0.62, 0.86, 0.13], [0.27, -0.77, 0.55], [-0.40, -0.78, -0.26], [0.60, -0.38, -0.47], [-1.45, 0.15, -1.65], [0.33, 0.09, 1.53], [-0.28, -1.25, -0.34], [0.93, 0.26, -0.38], [-1.07, 0.94, -0.78]], "charge": 2, "gap_ev": [5.0, 5.0], "homo_energy_ev": [-15.313, -15.313], "largest_force_ev_per_a": 4.0, "lumo_energy_ev": [-10.30, -10.30]}